# 1
11
Properties=species:S:1:pos:R:3:lowdin_charge:R:1 method="wB97M-V/def2-TZVPD" de_lowest_ev=4.082 homo_lumo_gap_ev=9.07 homo_ev=-8.3 lumo_ev=0.77 energy_ev=-7762.4448
C -1.94 -0.34 0.06 -0.02
C -0.59 0.14 0.42 -0.31
C 0.10 1.32 0.38 0.05
C 1.10 0.31 0.24 -0.46
O 0.50 -0.87 0.62 0.02
N 2.25 0.24 -0.42 0.21
H -2.12 -0.16 -1.00 0.09
H -2.66 0.27 0.62 0.09
H -2.10 -1.40 0.28 0.08
H 2.84 -0.58 -0.33 0.12
H 2.62 1.06 -0.88 0.12

# 2
91
Properties=species:S:1:pos:R:3:lowdin_charge:R:1 method="wB97M-V/def2-TZVPD" de_lowest_ev=1.777 homo_lumo_gap_ev="6.07 / 6.07" homo_ev="-15.7 / -15.7" total_charge=+3 lumo_ev="-9.60 / -9.60" energy_ev=-138467.3737
Ta -1.15 -0.29 0.46 1.77
C -5.81 2.84 4.83 -0.02
C -4.81 2.52 3.77 -0.23
C -4.75 3.25 2.58 0.01
C -3.85 2.92 1.59 0.01
C -2.94 1.86 1.74 -0.19
N -2.14 1.41 0.69 -0.10
C -2.23 1.94 -0.61 -0.23
C -3.43 2.09 -1.33 0.00
C -3.42 2.52 -2.63 0.03
C -2.23 2.82 -3.31 -0.21
C -2.22 3.27 -4.73 -0.01
C -1.04 2.70 -2.60 0.04
C -1.03 2.27 -1.28 -0.16
N 0.19 2.27 -0.56 -0.08
C 1.14 3.22 -0.56 0.01
C 2.07 2.88 0.40 0.01
C 1.60 1.69 0.95 -0.10
N 0.46 1.31 0.36 -0.10
C -2.88 1.25 3.00 -0.10
C -3.84 1.55 3.97 0.04
N -1.75 0.46 3.41 -0.02
C -1.37 0.26 4.68 0.03
C -0.10 -0.30 4.68 0.02
C 0.23 -0.41 3.34 -0.12
N -0.77 0.05 2.57 -0.09
H -6.74 3.21 4.40 0.09
H -5.42 3.63 5.47 0.11
H -6.03 1.98 5.46 0.09
H -5.43 4.08 2.42 0.14
H -3.84 3.50 0.68 0.12
H -4.36 1.83 -0.85 0.12
H -4.37 2.62 -3.16 0.14
H -3.22 3.25 -5.16 0.09
H -1.57 2.64 -5.34 0.10
H -1.83 4.28 -4.80 0.11
H -0.10 2.92 -3.09 0.14
H 1.09 4.08 -1.21 0.15
H 2.96 3.43 0.66 0.13
H 2.02 1.11 1.75 0.11
H -3.84 1.03 4.91 0.12
H -1.96 0.55 5.52 0.15
H 0.48 -0.58 5.54 0.13
H 1.15 -0.76 2.90 0.11
C 0.99 -5.10 1.51 -0.03
C 0.35 -4.63 0.21 -0.61
C 1.41 -4.33 -0.86 -0.04
C -0.59 -5.72 -0.32 -0.04
N -0.49 -3.42 0.40 -0.07
N 0.18 -2.35 1.09 -0.05
H 1.46 -6.07 1.36 0.10
H 0.24 -5.23 2.29 0.10
H 1.77 -4.42 1.87 0.08
H 1.98 -5.23 -1.06 0.11
H 2.11 -3.55 -0.54 0.06
H 0.93 -4.01 -1.78 0.08
H -0.01 -6.61 -0.55 0.10
H -1.08 -5.39 -1.24 0.09
H -1.34 -5.99 0.43 0.10
H -1.29 -3.67 0.98 0.10
H 1.10 -2.26 0.66 0.03
H 0.34 -2.61 2.06 0.09
Br 0.38 -0.90 -1.87 0.93
C 2.33 -0.79 -1.45 -0.60
C 3.21 -0.45 -2.45 -0.06
C 4.55 -0.37 -2.07 0.00
C 4.90 -0.64 -0.76 -0.01
C 3.91 -1.01 0.13 -0.10
N 2.62 -1.07 -0.21 0.00
H 2.90 -0.29 -3.47 0.12
H 5.29 -0.11 -2.81 0.13
H 5.93 -0.59 -0.44 0.13
H 4.15 -1.28 1.15 0.13
C -6.76 -5.98 -1.72 -0.01
C -5.92 -4.83 -1.29 -0.21
C -4.55 -5.00 -1.04 0.01
C -3.76 -3.95 -0.63 -0.03
C -4.36 -2.71 -0.45 -0.29
C -5.72 -2.49 -0.70 -0.02
C -6.48 -3.56 -1.13 0.01
S -3.45 -1.33 0.06 0.65
O -2.52 -1.61 1.24 -0.39
O -4.30 -0.23 0.34 -0.23
O -2.37 -0.95 -0.96 -0.47
H -6.15 -6.79 -2.12 0.09
H -7.49 -5.69 -2.48 0.10
H -7.32 -6.38 -0.87 0.11
H -4.11 -5.98 -1.17 0.13
H -2.71 -4.08 -0.46 0.07
H -6.14 -1.51 -0.56 0.12
H -7.53 -3.41 -1.34 0.14

# 3
12
Properties=species:S:1:pos:R:3:lowdin_charge:R:1 method="wB97M-V/def2-TZVPD" de_lowest_ev=4.018 homo_lumo_gap_ev=9.20 homo_ev=-9.9 lumo_ev=-0.72 smiles="C/C=N/N=C/C#N" energy_ev=-8695.7942
C 3.38 -0.03 -0.18 -0.07
C 1.92 -0.42 -0.05 -0.23
C -1.28 0.66 0.05 -0.10
C -2.67 0.17 -0.16 -0.18
H 3.69 1.11 -0.46 0.14
H 3.55 -0.43 0.81 0.06
H 3.86 -0.71 -0.90 0.06
H 1.68 -1.50 -0.05 0.12
H -0.92 1.58 -0.32 0.07
N 0.98 0.42 0.14 -0.04
N -0.26 -0.18 0.44 0.02
N -3.57 -0.57 -0.16 0.14

# 4
51
Properties=species:S:1:pos:R:3:mulliken_spin:R:1 method="wB97M-V/def2-TZVPD" s_squared=8.7815 multiplicity=6 homo_lumo_gap_ev="5.39 / 5.99" homo_ev="-3.6 / -4.4" total_charge=-1 lumo_ev="1.78 / 1.63" energy_ev=-97677.4977
Cr -0.43 0.27 0.35 3.89
C 3.80 -1.51 0.38 0.01
C 2.79 -2.28 -0.43 0.00
N 3.18 -3.33 -1.12 0.01
C 2.26 -4.00 -1.85 0.00
C 0.94 -3.65 -1.92 0.01
C 0.01 -4.45 -2.78 0.01
O -0.26 -3.83 -4.05 0.00
C 0.48 -2.53 -1.18 0.08
C -0.89 -2.14 -1.24 0.00
N -1.54 -1.27 -0.47 -0.01
C -2.93 -1.35 -0.49 0.00
C -3.62 -2.53 -0.84 0.00
C -5.00 -2.60 -0.90 0.00
C -5.79 -1.50 -0.60 0.00
C -5.15 -0.34 -0.17 0.01
C -3.77 -0.29 -0.12 -0.04
I -2.90 1.47 0.65 0.02
C 1.45 -1.83 -0.41 -0.01
O 1.17 -0.78 0.28 -0.07
H 4.78 -1.98 0.29 0.00
H 3.49 -1.49 1.43 0.00
H 3.85 -0.48 0.04 0.00
H 2.62 -4.87 -2.40 0.00
H -0.92 -4.64 -2.25 0.00
H 0.46 -5.41 -3.02 0.00
H -0.36 -2.88 -3.91 0.00
H -1.48 -2.61 -2.01 0.01
H -3.05 -3.44 -1.01 0.00
H -5.47 -3.54 -1.19 0.00
H -6.87 -1.54 -0.66 0.00
H -5.73 0.52 0.13 0.00
C 3.33 4.58 3.45 0.01
C 3.21 3.26 2.73 0.00
O 1.93 2.69 2.99 -0.01
P 1.14 1.88 1.77 0.10
S -0.02 1.28 -1.76 1.02
S 0.03 0.52 2.80 0.00
O -0.06 3.01 1.45 -0.02
C 0.34 4.23 0.84 0.00
C -0.84 4.82 0.10 -0.01
H 4.35 4.96 3.39 0.00
H 3.05 4.46 4.50 0.00
H 2.65 5.32 3.01 0.00
H 3.98 2.57 3.09 0.00
H 3.36 3.39 1.65 -0.01
H 1.16 4.03 0.14 0.00
H 0.70 4.91 1.61 0.00
H -1.11 4.18 -0.74 0.00
H -0.61 5.82 -0.27 0.00
H -1.70 4.89 0.77 0.00

# 5
82
Properties=species:S:1:pos:R:3:lowdin_charge:R:1 method="wB97M-V/def2-TZVPD" homo_lumo_gap_ev=5.56 homo_ev=-5.5 total_charge=-1 lumo_ev=0.06 energy_ev=-93903.6112
C 2.04 -3.69 3.60 -0.10
C 1.14 -2.85 2.55 -0.28
N 1.43 -1.38 2.66 -0.02
C 0.85 -0.73 1.44 -0.33
O -0.59 -0.79 1.33 -0.27
P -1.33 0.75 0.94 0.58
C -3.17 0.20 1.16 -0.22
C -3.41 -1.10 2.02 -0.26
O -4.51 -1.19 2.63 -0.06
C -2.04 2.38 0.14 -0.27
C -1.66 3.75 0.85 -0.30
C -2.84 4.36 1.80 -0.53
S -2.09 4.93 3.42 0.61
C -1.32 0.16 -0.90 -0.26
C -1.08 -1.36 -1.25 -0.19
C -2.27 -2.36 -0.87 -0.21
O -2.28 -3.55 -1.75 -0.22
C -2.62 -4.64 -0.85 -0.15
C -1.28 1.37 2.74 -0.27
P -0.97 0.33 4.20 0.63
O 0.45 0.64 4.74 -0.36
O -1.15 -1.33 4.20 -0.18
O -2.01 0.90 5.46 -0.21
O 0.22 1.48 0.58 -0.33
C 1.38 0.76 1.06 -0.29
B 2.32 1.57 2.12 -0.54
N 2.22 3.06 2.14 0.16
O 3.29 0.98 3.00 0.06
P 2.61 0.52 -0.40 0.70
N 3.88 -0.38 0.01 -0.17
O 3.23 2.06 -0.79 -0.18
O 1.90 -0.25 -1.73 -0.21
H 1.80 -4.78 3.38 0.07
H 1.85 -3.40 4.67 0.07
H 3.12 -3.52 3.27 0.07
H 0.05 -3.09 2.69 0.10
H 1.43 -3.27 1.52 0.11
H 2.47 -1.35 2.59 0.10
H 1.37 -1.35 0.62 0.11
H -3.81 1.01 1.66 0.09
H -3.69 0.02 0.16 0.09
H -2.72 -1.99 2.12 0.10
H -3.18 2.35 0.05 0.09
H -1.69 2.50 -0.94 0.08
H -0.65 3.80 1.34 0.06
H -1.60 4.54 0.02 0.10
H -3.59 3.55 2.08 0.06
H -3.39 5.19 1.26 0.07
H -2.19 3.80 4.23 -0.14
H -2.27 0.45 -1.47 0.09
H -0.46 0.73 -1.40 0.08
H -1.08 -1.40 -2.40 0.11
H -0.05 -1.79 -0.99 0.09
H -3.29 -1.87 -0.90 0.12
H -2.00 -2.77 0.17 0.09
H -2.94 -5.57 -1.40 0.08
H -1.75 -4.92 -0.16 0.09
H -3.49 -4.35 -0.16 0.09
H -2.27 1.93 2.92 0.05
H -0.49 2.19 2.78 0.07
H -1.20 -1.61 5.13 0.09
H -2.53 0.16 5.81 0.05
H 2.78 3.37 2.96 0.08
H 1.26 3.36 2.37 0.05
H 2.99 1.06 3.92 0.10
H 3.77 -0.69 0.98 -0.04
H 2.57 2.55 -1.33 0.07
H 2.41 -1.07 -1.91 0.07
C 3.20 0.50 -7.62 0.07
C 3.49 -0.59 -6.90 -0.23
C 2.59 -1.05 -5.80 -0.31
O 2.88 -2.06 -5.18 0.11
C 1.39 -0.26 -5.51 0.09
C 1.10 0.82 -6.23 -0.22
C 1.98 1.27 -7.35 -0.32
O 1.68 2.26 -7.99 0.10
O 0.00 1.56 -5.98 0.10
O 4.61 -1.31 -7.14 0.09
H 3.84 0.84 -8.42 0.13
H 0.76 -0.60 -4.70 0.14
H 0.02 2.29 -6.63 0.11
H 4.59 -2.04 -6.49 0.12

# 6
21
Properties=species:S:1:pos:R:3:lowdin_charge:R:1 method="wB97M-V/def2-TZVPD" de_lowest_ev=1.610 homo_lumo_gap_ev=8.95 homo_ev=-7.9 lumo_ev=1.08 smiles="C/C=C/C(=C/N)CC" energy_ev=-8958.3233
C -1.28 1.88 1.33 -0.11
C -0.85 1.39 -0.05 -0.22
N -2.00 -0.68 -1.83 0.05
C -1.19 -0.96 -0.73 -0.16
C -0.48 -0.08 -0.02 -0.28
C 0.79 -0.36 0.67 -0.11
C 1.92 -0.53 -0.01 -0.16
C 3.25 -0.91 0.57 -0.10
H -0.62 1.54 2.13 0.06
H -2.32 1.68 1.59 0.07
H -1.22 2.96 1.45 0.07
H 0.01 2.02 -0.31 0.11
H -1.57 1.72 -0.80 0.09
H -2.02 0.29 -2.09 0.06
H -2.88 -1.16 -1.86 0.08
H -1.13 -2.03 -0.57 0.11
H 0.91 -0.22 1.75 0.11
H 1.89 -0.23 -1.05 0.11
H 3.90 -0.07 0.54 0.06
H 3.65 -1.84 0.18 0.07
H 3.09 -1.02 1.65 0.07